1.
C35H33F5GeN5O2SSeTc | the ωB97M-V functional and the def2-TZVPD basis

Structure (XYZ):
```
84
Properties=species:S:1:pos:R:3:forces:R:3
Tc 0.00000 0.00000 0.00000 -2.54 3.35 3.64
N 0.45762 -1.87320 0.20332 0.89 -2.44 0.98
N -0.14055 -2.52472 -0.89334 -0.62 0.37 -0.22
C -0.93893 -1.73403 -1.70051 -0.46 -4.58 -1.96
N -1.61421 -2.55246 -2.57215 0.79 1.77 -0.58
N -0.98112 -0.44620 -1.57931 -0.93 -2.25 -0.87
N -1.79956 0.24570 -2.38132 -3.42 3.19 -2.96
O -1.93781 -0.08720 -3.57289 0.59 -0.02 1.95
O -2.38481 1.22493 -1.89973 1.62 -1.72 0.00
H 1.49375 -2.00408 0.17085 -0.84 -0.13 -0.02
H 0.09275 -2.24452 1.10923 0.45 0.16 -0.95
H -0.52589 -3.45511 -0.73030 0.25 0.20 -0.02
H -1.02819 -3.28409 -2.96073 -0.21 -0.28 0.32
H -2.05162 -2.03881 -3.34047 -0.13 -0.17 0.34
F 5.11258 0.66845 -6.33886 -0.78 -0.12 0.98
C 4.27075 0.54976 -5.29996 0.65 0.12 -0.84
C 4.75920 0.20365 -4.04955 0.61 -0.17 0.47
F 6.07474 -0.01071 -3.88763 -0.89 0.13 -0.04
C 3.89189 0.07885 -2.96754 0.37 -0.09 -0.59
F 4.42021 -0.25902 -1.77817 -0.55 0.20 -0.39
C 2.51497 0.30234 -3.13330 0.96 0.41 -0.01
S 1.43571 0.14926 -1.79687 2.38 0.28 -1.14
C 2.03565 0.65226 -4.40618 -0.11 0.31 -0.37
F 0.73080 0.88058 -4.63698 0.77 -0.19 0.48
C 2.91446 0.77351 -5.47922 -0.55 0.14 -0.61
F 2.45267 1.10825 -6.69467 0.29 -0.27 0.96
C 7.83682 2.34919 2.96621 0.24 0.34 0.14
C 6.48358 1.94540 2.45808 0.21 0.06 0.07
C 5.43499 2.86976 2.39893 -0.89 -0.79 -0.40
C 4.17035 2.48957 1.92329 0.07 1.16 0.15
C 3.06664 3.51270 1.87469 -0.26 0.43 0.03
C 3.95105 1.15824 1.49856 -0.14 -0.02 -0.17
Se 2.19838 0.64661 0.84344 2.47 0.73 0.46
C 5.01342 0.22163 1.55836 0.40 -0.82 -0.14
C 4.87074 -1.21565 1.12752 0.13 -0.52 -0.09
C 6.26699 0.62963 2.03827 -1.17 0.15 -0.25
H 7.86031 3.41946 3.26260 0.00 -0.73 -0.20
H 8.59654 2.18849 2.17241 -0.35 0.02 0.54
H 8.10133 1.73420 3.85214 -0.03 0.32 -0.55
H 5.60419 3.88935 2.72463 -0.13 -0.07 -0.03
H 3.40566 4.50441 2.24292 -0.16 -0.73 -0.24
H 2.21919 3.18205 2.51129 0.39 0.29 -0.45
H 2.71518 3.63716 0.82892 0.06 -0.03 0.64
H 3.85993 -1.47168 0.76025 0.56 0.25 0.18
H 5.09649 -1.88257 1.98635 -0.04 0.35 -0.55
H 5.59086 -1.42899 0.30946 -0.41 0.03 0.54
H 7.08211 -0.08397 2.08553 -0.13 -0.04 -0.04
C -1.92891 -0.41735 0.54982 2.67 1.92 1.57
Ge -3.80288 -0.76233 0.94937 -1.27 -0.28 -0.11
C -4.69364 0.96329 1.13328 0.03 0.51 -0.37
C -5.91774 1.26163 0.51267 0.32 0.62 0.46
C -6.51536 2.51471 0.68481 0.41 -0.12 0.28
C -5.89928 3.48315 1.47863 0.16 -0.40 -0.08
C -4.68619 3.19743 2.10557 -0.14 -0.38 -0.19
C -4.08890 1.94504 1.93652 -0.49 0.22 -0.39
C -4.31890 -2.06081 -0.40871 -0.17 0.03 -0.34
C -5.30490 -1.82616 -1.38064 0.45 -0.91 -0.16
C -5.61245 -2.80769 -2.32900 0.35 -0.10 0.25
C -4.93689 -4.02939 -2.32014 0.09 0.30 0.23
C -3.94721 -4.26924 -1.36606 -0.15 0.40 0.16
C -3.63760 -3.28941 -0.41885 -0.65 0.04 -0.52
C -3.92984 -1.61897 2.68259 0.50 -0.46 0.44
C -3.37691 -1.00747 3.81748 -0.18 -0.69 0.23
C -3.46913 -1.62589 5.06832 -0.17 -0.12 -0.37
C -4.11501 -2.85811 5.19448 0.04 0.19 -0.44
C -4.66910 -3.47312 4.06928 0.17 0.45 -0.01
C -4.57736 -2.85734 2.81735 0.23 0.16 0.46
H -1.51453 0.27986 1.30541 -2.12 0.08 0.77
H -6.43560 0.54119 -0.08515 -0.12 -0.33 -0.23
H -7.46086 2.73311 0.20517 0.03 -0.05 0.01
H -6.36312 4.45203 1.61073 0.02 -0.02 -0.01
H -4.20728 3.94642 2.72295 0.00 -0.03 0.01
H -3.14673 1.75227 2.42695 0.14 -0.02 0.08
H -5.83401 -0.89850 -1.43614 -0.16 0.40 0.09
H -6.37360 -2.61845 -3.07499 0.00 0.01 0.03
H -5.17632 -4.78679 -3.05539 -0.02 0.00 0.03
H -3.41845 -5.21360 -1.36061 -0.02 -0.05 0.02
H -2.86577 -3.49054 0.31345 0.04 -0.05 0.23
H -2.86838 -0.05914 3.74065 0.05 0.17 0.01
H -3.03849 -1.15001 5.93985 -0.02 0.01 -0.01
H -4.18621 -3.33588 6.16303 0.00 0.02 -0.02
H -5.17107 -4.42714 4.16702 -0.02 0.04 -0.02
H -5.01828 -3.34767 1.96138 -0.01 -0.01 -0.09
H -0.11107 0.16491 1.65635 0.55 -0.14 -0.15
```
Positions in Å, forces in eV/Å.

Summary:
LUMO (alpha / beta)	-0.31841 / -0.31237	Ha
frontier orbital gap (alpha / beta)	4.68 / 4.84	eV
highest occupied orbital energy (alpha / beta)	-13.34 / -13.34	eV
net charge	+2



2.
C38H36BaF6N3O7PS3 | the ωB97M-V functional and the def2-TZVPD basis

Structure (XYZ):
```
95
Properties=species:S:1:pos:R:3:forces:R:3
Ba 0.25625 0.95996 0.25631 1.60 -1.92 -0.23
C -3.63649 -4.91174 0.12139 -0.02 -0.02 0.03
C -2.39989 -4.95242 0.98488 -0.03 0.01 -0.01
C -2.35272 -5.90122 2.01135 0.03 0.00 0.00
C -1.23899 -6.06121 2.81953 -0.04 0.01 -0.03
C -0.12727 -5.25691 2.60762 -0.03 0.08 0.00
C -0.17030 -4.29163 1.61745 -0.02 0.02 0.06
C -1.29263 -4.10971 0.79675 0.09 -0.10 -0.05
P -0.98997 -2.76893 -0.43295 -0.19 0.20 0.03
C -2.62696 -2.39084 -1.21722 -0.03 0.04 0.01
C -2.83053 -2.59349 -2.58304 0.03 0.06 -0.01
C -3.95684 -2.10100 -3.23069 0.03 -0.01 0.01
C -4.89973 -1.37457 -2.51978 0.01 -0.01 0.01
C -4.71205 -1.16483 -1.16041 0.02 -0.05 0.02
C -3.59716 -1.66764 -0.49403 0.01 0.05 -0.03
C -3.45938 -1.43649 0.98446 0.02 0.01 -0.03
C -0.00740 -3.55095 -1.69126 0.01 0.00 -0.05
C -0.43597 -4.71436 -2.34796 0.03 -0.01 0.00
C 0.16516 -5.19687 -3.48907 0.06 0.06 0.00
C 1.22915 -4.42008 -4.03821 -0.07 -0.02 0.06
C 1.71885 -3.32469 -3.40308 0.00 0.00 0.06
C 1.24674 -2.90387 -2.08594 -0.05 -0.01 -0.06
C 1.93681 -1.99672 -1.33975 -0.11 0.00 0.05
H -4.25548 -5.78893 0.31828 0.01 -0.01 0.01
H -3.38837 -4.89612 -0.93881 0.01 -0.01 0.01
H -4.24226 -4.02288 0.30929 -0.01 -0.06 -0.01
H -3.21361 -6.54619 2.15794 0.00 0.00 0.00
H -1.23739 -6.81171 3.60119 0.00 0.00 0.00
H 0.75973 -5.36369 3.21993 0.00 -0.01 -0.01
H 0.68634 -3.64222 1.46675 0.01 -0.01 0.00
H -2.07369 -3.12502 -3.14813 -0.02 0.01 -0.01
H -4.08142 -2.26956 -4.29394 0.00 -0.01 0.00
H -5.77037 -0.96344 -3.01692 0.00 0.00 0.00
H -5.43717 -0.58582 -0.59844 0.01 0.00 0.00
H -4.23118 -0.75978 1.35235 0.02 0.02 -0.01
H -2.48377 -1.02057 1.24279 -0.01 -0.03 -0.02
H -3.53877 -2.37753 1.53446 -0.03 0.03 -0.02
H -1.30433 -5.23643 -1.94994 -0.01 -0.01 -0.01
H -0.19161 -6.09217 -3.98163 0.00 0.00 -0.01
H 1.66221 -4.70816 -4.99218 -0.01 -0.01 -0.01
H 2.53799 -2.76434 -3.84247 0.00 0.00 0.01
H 2.80827 -1.48752 -1.72883 0.00 -0.02 -0.01
H 1.65787 -1.78678 -0.31252 0.06 0.02 -0.02
N -0.93552 0.08135 -2.39482 -0.14 0.07 0.13
N -0.43159 0.99388 -3.34409 0.16 0.05 -0.04
C 0.54896 1.92667 -2.93251 0.06 -0.10 0.38
O 0.66204 2.94201 -3.61797 0.17 -0.01 -0.09
O 1.21149 1.57375 -1.88993 -0.19 0.60 -0.57
H -0.69271 -0.86150 -2.68234 0.04 -0.08 0.09
H -1.94887 0.14194 -2.35814 -0.01 -0.05 -0.03
H -1.07421 1.34151 -4.03803 0.01 0.00 0.07
F -2.37191 3.26956 -1.97037 0.00 -0.04 -0.04
C -3.13117 3.17206 -0.88830 0.03 0.02 0.16
F -3.93184 4.23376 -0.82672 -0.01 0.03 0.01
F -3.87536 2.07443 -0.98374 -0.02 0.04 0.00
S -2.02419 3.06970 0.63163 -0.51 0.18 0.03
O -0.72144 3.44457 0.14280 -0.24 0.51 0.10
O -2.12241 1.68092 1.04432 -0.53 0.08 0.11
N -2.54537 4.08971 1.68002 -0.22 0.17 0.13
S -3.78852 3.74427 2.62134 0.14 -0.25 0.01
O -4.79518 2.94587 1.98355 -0.03 0.12 -0.04
O -4.16055 4.91457 3.35282 0.09 0.05 -0.10
C -3.06787 2.60293 3.93002 -0.13 0.07 -0.08
F -1.74856 2.76025 4.05752 0.04 0.05 -0.04
F -3.62843 2.88938 5.11064 -0.04 -0.02 0.03
F -3.32105 1.32921 3.65320 0.05 0.00 0.01
C 0.16100 0.02113 4.69313 -0.01 0.02 -0.03
C -0.72418 -0.88619 3.88250 -0.20 0.19 -0.07
O -0.57130 -1.02550 2.68472 0.03 0.08 0.11
C -1.87158 -1.57677 4.56969 0.12 0.03 -0.01
C -2.39693 -1.09275 5.76401 -0.01 0.01 0.07
C -3.49263 -1.71166 6.34945 0.04 0.02 -0.02
C -4.05344 -2.83394 5.75403 0.02 0.02 -0.02
C -3.52413 -3.32766 4.56910 0.03 0.01 -0.02
C -2.44387 -2.69401 3.97367 0.02 -0.10 0.01
H 1.07759 0.22159 4.13508 0.01 -0.05 0.00
H 0.37699 -0.40580 5.67340 0.03 -0.01 -0.02
H -0.36008 0.97102 4.84947 0.01 -0.07 0.01
H -1.96227 -0.21569 6.22778 -0.02 -0.02 0.00
H -3.90969 -1.31742 7.26783 0.01 0.01 0.00
H -4.90475 -3.32207 6.21302 0.00 0.00 0.00
H -3.95006 -4.20639 4.10113 0.01 0.00 -0.01
H -2.02449 -3.06335 3.04754 0.01 -0.02 0.01
S 2.79811 0.23975 2.07288 -0.08 0.08 0.05
C 3.81204 1.66895 2.00493 -0.03 0.12 -0.07
C 4.49303 2.13895 3.13979 0.01 0.04 -0.01
C 5.27584 3.28393 3.09724 -0.03 -0.05 0.00
C 5.41078 4.01021 1.91975 -0.02 -0.02 0.00
C 4.75113 3.55811 0.78269 0.00 -0.04 0.01
C 3.97475 2.40925 0.82013 0.02 -0.03 0.00
H 4.38921 1.58709 4.06669 0.00 -0.01 -0.01
H 5.78079 3.61443 3.99935 0.01 0.00 -0.01
H 6.01734 4.90736 1.88846 0.00 0.00 0.00
H 4.83852 4.10124 -0.15149 0.00 0.00 0.00
H 3.49380 2.06640 -0.09020 -0.03 0.01 0.02
```
Positions in Å, forces in eV/Å.

Summary:
ΔE to the lowest compared entry with this formula, charge and spin	158.64	kJ/mol
LUMO	0.14112	Ha
frontier orbital gap	4.68	eV
highest occupied orbital energy	-0.84	eV
net charge	-2



3.
C4H8CoF3O5S | the ωB97M-V functional and the def2-TZVPD basis

Structure (XYZ):
```
22
Properties=species:S:1:pos:R:3:forces:R:3
O 0.28774 -1.10409 1.10263 2.89 -0.07 0.90
O 1.81420 -1.17998 1.86507 -2.13 -1.07 -1.20
C 2.57612 -0.10038 1.51305 -0.48 1.74 0.10
O 2.71273 -0.14157 0.07446 0.31 -0.55 0.28
C 3.15569 1.04592 -0.56866 0.16 1.15 -0.51
Co 1.47840 -1.54263 -0.27144 -0.28 -0.94 0.28
H 3.58099 -0.16697 1.95872 -0.41 -0.31 0.24
H 2.06090 0.84035 1.77176 0.36 -0.15 0.00
H 3.25026 0.81809 -1.63451 0.26 0.06 0.31
H 2.40746 1.84201 -0.45054 0.17 -0.18 0.09
H 4.10638 1.36530 -0.12081 -0.21 -0.15 -0.34
S -1.68982 -0.21494 -0.01127 -2.18 2.18 0.25
O -1.37097 1.09297 0.57754 -0.18 -1.33 -0.35
O -3.22392 -0.30189 -0.48138 2.62 -0.08 0.27
C -1.03025 -0.09360 -1.77406 0.12 0.32 -2.28
F -1.22499 1.10015 -2.26673 -0.02 -0.48 0.72
F 0.31609 -0.30211 -1.69115 -0.07 0.04 -0.05
F -1.54742 -1.00761 -2.55260 0.08 0.12 0.79
C -4.21791 -0.46079 0.55478 -1.36 -0.34 1.25
H -5.14801 -0.08643 0.11868 0.19 -0.32 -0.08
H -4.03730 0.12153 1.46568 0.40 0.13 -0.41
H -4.25636 -1.52334 0.82078 -0.25 0.25 -0.27
```
Positions in Å, forces in eV/Å.

Summary:
<S²>	6.02
spin multiplicity	5
LUMO (alpha / beta)	-0.33284 / -0.46984	Ha
frontier orbital gap (alpha / beta)	9.90 / 6.00	eV
highest occupied orbital energy (alpha / beta)	-18.96 / -18.78	eV
net charge	+2



4.
C5H17NO2 | the ωB97M-V functional and the def2-TZVPD basis

Structure (XYZ):
```
25
Properties=species:S:1:pos:R:3:forces:R:3
C 2.15530 0.35421 -0.99071 1.18 0.43 1.10
C 1.41396 -0.81587 -0.38441 -1.36 -2.36 2.31
C 1.11157 -2.06211 -1.34237 0.66 0.71 -1.65
C 0.01809 -0.43923 0.35879 0.82 2.46 1.25
C -0.73863 -1.64711 0.85052 -0.99 -0.66 -0.58
N -0.84211 0.48577 -0.47280 -2.68 -4.99 0.55
H 2.16526 1.25868 -0.23251 0.16 -1.80 -1.48
H 1.58677 0.65950 -1.87103 0.57 0.23 -0.29
H 3.25275 0.00463 -1.21344 -2.12 1.03 0.09
H 2.04058 -1.29052 0.37678 0.01 0.49 0.42
H 1.88773 -2.89847 -1.52447 -0.80 1.61 0.88
H 0.13815 -2.59479 -1.16670 1.24 0.85 -0.59
H 1.09542 -1.49956 -2.29598 -0.52 -0.94 -0.23
H 0.05433 0.16949 1.39063 1.16 -0.86 -2.33
H -0.52684 -2.53483 0.20353 -0.84 0.71 1.18
H -0.56136 -1.90672 1.89826 0.45 0.07 -0.23
H -1.80123 -1.35359 0.83409 0.18 -0.46 -0.20
H -0.38050 1.16599 -0.92973 2.60 2.81 -1.58
H -1.25109 -0.09026 -1.26285 0.36 0.81 1.23
O -2.09906 1.66877 2.45272 -2.03 -6.13 5.18
H -1.69206 2.25201 1.95046 3.25 4.32 -3.59
H -1.43939 1.03758 2.88382 -1.33 1.65 -1.13
O -2.08455 3.43410 0.47856 -5.30 -1.97 6.98
H -1.65678 3.94298 -0.03166 4.81 7.62 -5.45
H -1.84628 2.69933 0.04051 0.50 -5.63 -1.83
```
Positions in Å, forces in eV/Å.

Summary:
ΔE to the lowest compared entry with this formula, charge and spin	320.33	kJ/mol
LUMO	0.02286	Ha
frontier orbital gap	10.28	eV
highest occupied orbital energy	-9.66	eV
SMILES string	CC(C)[C@H](C)N.O.O



no.,maximum force (eV/A),DFT total energy (Ha)
1,5.56,-7233.401231
2,2.51,-4321.378069
3,3.09,-2612.995486
4,10.53,-405.820438